No. 1
DFT (ωB97M-V/def2-TZVPD) results for a 2-piece molecular cluster, CH3BrO overall.

The max |F| comes out at 0.0868 Eh/bohr. The value obtained for the energy above the lowest of the compared OMol25 structures with the same formula, charge and spin is 305.2 kJ/mol. As for the LUMO energy (spin up / spin down): -0.853 / -0.860 eV. The charge is 0. Its spin multiplicity is 1. The gap between HOMO and LUMO (spin up / spin down) comes out at 9.01 / 8.96 eV. For the molar mass, the calculation gives 110.94 g/mol. The calculation puts the total energy at -2689.01968 Ha.

```
6
CH3BrO (ωB97M-V/def2-TZVPD)
Br 0.559 -1.171 2.129
O -0.229 1.370 0.518
C 0.504 -0.720 0.366
H 1.368 -0.414 -0.111
H -0.968 1.448 -0.041
H -0.210 -1.061 -0.283
```

=====

No. 2
DFT (ωB97M-V/def2-TZVPD) results for a 3-piece molecular cluster, C11H26BNO11P3S3 overall.

The max |F| comes out at 0.1634 Eh/bohr. The value obtained for the energy above the lowest of the compared OMol25 structures with the same formula, charge and spin is 473.5 kJ/mol. As for the LUMO energy: 2.102 eV. The charge is -1. Its spin multiplicity is 1. The gap between HOMO and LUMO comes out at 6.97 eV. For the molar mass, the calculation gives 548.26 g/mol. The calculation puts the total energy at -3560.64865 Ha.

```
56
C11H26BNO11P3S3 (ωB97M-V/def2-TZVPD)
S 0.474 -2.009 2.553
S 1.171 -7.424 1.305
S -3.117 -4.467 -2.551
P -1.446 -3.563 -2.082
P 1.019 -5.865 0.134
P 2.477 -2.661 0.173
O 1.546 4.890 -4.896
O 0.738 6.038 -3.078
O 2.359 -1.466 -1.114
O -0.366 -2.327 0.021
O -3.438 -1.612 3.855
O 1.957 4.100 -2.888
O -2.697 -1.833 1.568
O -0.364 2.821 0.747
O 0.075 4.964 0.948
O -1.249 -4.521 0.532
O 0.139 3.649 2.831
N 3.595 -1.957 1.381
C 0.421 6.087 1.757
C -0.512 1.528 1.329
C 0.700 -2.898 0.910
C -0.033 3.796 1.631
C -2.894 -4.035 3.258
C -3.026 -2.449 2.863
C -2.986 -2.725 0.434
C 0.959 5.876 -5.743
C 1.351 5.104 -3.571
C 1.833 4.196 -1.471
C 0.134 -4.447 1.057
B -1.541 -3.243 -0.159
H 1.400 5.938 2.224
H -0.303 -4.422 -2.418
H -0.128 5.898 -5.614
H 0.747 -0.633 2.273
H 2.354 3.342 -1.028
H -0.347 6.269 2.514
H 0.781 4.150 -1.171
H 0.139 -4.617 2.237
H -1.799 -4.453 3.279
H -1.318 1.527 2.070
H -3.520 -4.725 2.513
H -3.768 -3.568 0.650
H 4.422 -1.518 0.876
H 2.270 -5.503 -0.487
H 0.480 6.965 1.108
H 2.303 5.114 -1.103
H 1.393 6.861 -5.547
H -0.777 0.827 0.532
H -3.472 -2.037 -0.411
H -1.323 -2.272 -2.751
H -3.378 -4.233 4.329
H 0.113 -6.271 -0.950
H 1.684 -1.823 -1.764
H 0.430 1.197 1.779
H 1.177 5.605 -6.780
H 3.164 -1.166 1.907
```

=====

No. 3
DFT (ωB97M-V/def2-TZVPD) results for a 2-piece molecular cluster, C5H15FN2O3P overall.

The max |F| comes out at 0.0267 Eh/bohr. As for the LUMO energy: 2.641 eV. The charge is -1. Its spin multiplicity is 1. The gap between HOMO and LUMO comes out at 6.19 eV. For the molar mass, the calculation gives 201.16 g/mol. The calculation puts the total energy at -975.95787 Ha.

```
27
C5H15FN2O3P (ωB97M-V/def2-TZVPD)
P 1.239 2.760 0.367
F -1.571 0.217 3.161
O 0.790 -2.608 -0.790
O 1.563 1.485 1.558
O 0.230 1.648 -0.569
N -0.694 -3.894 -1.924
N 0.882 -2.622 -3.049
C 0.982 0.250 1.206
C -1.599 0.663 0.811
C -0.169 0.559 0.234
C 0.359 -3.016 -1.847
C -1.724 1.242 2.218
H -2.720 1.679 2.346
H 2.425 2.322 -0.346
H 1.639 -0.440 0.664
H -0.970 1.992 2.436
H 0.665 -0.232 2.135
H 1.632 -1.956 -3.021
H 0.536 -2.931 -3.936
H -1.105 -4.186 -1.059
H -2.002 -0.351 0.873
H 1.108 3.837 -0.602
H -2.170 1.260 0.100
H -0.232 -0.281 -0.471
H 1.966 3.666 1.251
H 0.014 3.170 1.039
H -1.073 -4.233 -2.786
```

=====

No. 4
DFT (ωB97M-V/def2-TZVPD) results for an isolated molecule of CH3IN4.

As for the SMILES: IN1N=NCN1. The max |F| comes out at 0.0265 Eh/bohr. The value obtained for the energy above the lowest of the compared OMol25 structures with the same formula, charge and spin is 182.9 kJ/mol. As for the LUMO energy: -0.541 eV. The charge is 0. Its spin multiplicity is 1. The gap between HOMO and LUMO comes out at 8.16 eV. For the molar mass, the calculation gives 197.97 g/mol. The calculation puts the total energy at -556.50867 Ha.

```
9
CH3IN4 (ωB97M-V/def2-TZVPD)
I -3.981 -0.123 -0.058
N -2.077 0.370 0.702
N -0.663 1.765 -0.241
N -1.764 1.708 0.256
N -1.015 -0.432 0.287
C -0.024 0.474 -0.301
H -0.683 -1.023 1.039
H 0.195 0.224 -1.346
H 0.918 0.515 0.260
```

=====

No. 5
DFT (ωB97M-V/def2-TZVPD) results for C46H47EuF9N4O4PS2 as an isolated structure.

The max |F| comes out at 0.0587 Eh/bohr. As for the LUMO energy (spin up / spin down): -4.759 / -6.303 eV. The charge is +2. Its spin multiplicity is 7. The gap between HOMO and LUMO (spin up / spin down) comes out at 4.59 / 6.15 eV. For the molar mass, the calculation gives 1137.96 g/mol. The calculation puts the total energy at -5047.38814 Ha.

```
114
C46H47EuF9N4O4PS2 (ωB97M-V/def2-TZVPD)
Eu -0.034 0.132 -1.617
S -0.625 1.855 0.975
S -1.368 -1.432 -4.241
P -2.528 -2.315 -0.075
F 2.246 -1.425 -1.051
F 1.442 -2.553 -2.760
F 3.375 0.879 -1.189
F 4.173 1.516 -3.116
F 3.607 -2.725 -2.320
F 2.939 0.348 -5.467
F 5.011 -0.246 -2.051
F 4.756 -0.704 -4.772
F 2.960 -1.799 -5.152
O -1.768 1.582 1.801
O -1.560 -1.510 -0.904
O 1.658 0.088 -3.302
O 0.358 0.757 0.838
N 3.974 -1.140 3.136
N 5.731 0.104 4.560
N -0.916 2.135 -0.588
N -0.817 2.233 -3.144
C -1.456 -0.684 -5.858
C -2.397 4.107 -3.276
C 3.889 0.422 -2.361
C -3.173 -4.995 0.079
C -4.795 -0.779 -0.115
C -6.069 -0.398 -0.559
C -3.466 4.698 -2.634
C -4.202 -1.953 -0.557
C -6.256 -2.431 -1.765
C -2.221 -4.034 -0.348
C -3.399 -2.369 2.594
C -1.654 -6.795 -0.234
C -0.831 -1.748 3.524
C 0.336 5.763 1.432
C -1.817 2.994 -1.100
C 0.661 3.368 2.874
C 1.006 4.590 3.452
C 4.385 0.087 5.248
C -1.849 -1.953 4.447
C -0.518 2.395 -4.494
C 1.117 7.111 3.378
C -3.709 4.492 -1.256
C -2.359 -2.096 1.646
C -0.838 -3.112 -4.638
C 5.150 -2.024 3.460
C -0.681 -5.908 -0.704
C -2.863 3.737 -0.473
C -1.167 3.381 -5.262
C -2.057 4.259 -4.639
C -4.896 -2.726 -1.499
C 0.160 4.506 0.811
C 0.180 3.340 1.566
C -0.994 -4.552 -0.834
C 5.590 0.815 3.223
C 3.422 -0.803 4.430
C 0.885 5.794 2.718
C 2.908 -0.465 -3.188
C -2.921 -6.349 0.056
C 2.581 -1.832 -2.340
C 6.196 -1.320 4.302
C 3.398 -0.610 -4.638
C -1.593 3.155 -2.530
C -6.798 -1.212 -1.384
C -1.085 -1.795 2.146
C 4.488 0.090 2.415
C -3.141 -2.318 3.962
H 3.667 0.770 2.252
H 5.564 -2.379 2.493
H 6.421 -1.847 5.226
H -1.321 0.408 -5.698
H -1.389 -7.836 -0.152
H 0.284 1.705 -4.813
H 0.352 -6.265 -0.921
H 0.209 -3.073 -5.034
H 4.886 -0.209 1.427
H -7.833 -1.005 -1.750
H -0.288 -3.834 -1.266
H 0.771 2.446 3.439
H -0.930 3.400 -6.307
H 6.578 0.800 2.766
H -3.702 -7.025 0.390
H -4.410 -2.566 2.272
H -0.827 -3.673 -3.719
H -0.260 -1.540 1.488
H -2.541 5.017 -5.213
H -4.150 5.336 -3.212
H 0.189 -1.430 3.859
H -1.743 -1.615 5.508
H 0.156 7.388 3.929
H 4.578 -0.391 6.252
H 0.057 6.673 0.966
H 1.394 4.612 4.493
H -4.418 -3.539 -2.054
H 4.087 1.127 5.291
H -2.931 3.711 0.602
H -3.958 -2.605 4.630
H 2.407 -0.397 4.447
H 5.290 1.856 3.557
H 0.007 4.487 -0.238
H 4.814 -2.924 3.945
H -6.399 0.593 -0.227
H -6.884 -3.193 -2.244
H -2.500 -0.826 -6.176
H 1.839 7.081 4.200
H 7.195 -1.265 3.796
H -4.108 -4.633 0.541
H -0.712 -1.087 -6.570
H -4.376 -0.198 0.735
H 6.474 0.611 5.062
H 3.365 -1.792 4.919
H -1.552 -3.484 -5.394
H -4.579 5.035 -0.832
H 1.466 7.949 2.696
```

=====

No. 6
DFT (ωB97M-V/def2-TZVPD) results for a 2-piece molecular cluster, C3H3Cl3F2N3 overall.

The max |F| comes out at 0.0970 Eh/bohr. The value obtained for the energy above the lowest of the compared OMol25 structures with the same formula, charge and spin is 35.7 kJ/mol. As for the LUMO energy: -5.405 eV. The charge is +1. Its spin multiplicity is 1. The gap between HOMO and LUMO comes out at 9.46 eV. For the molar mass, the calculation gives 225.43 g/mol. The calculation puts the total energy at -1860.28331 Ha.

```
14
C3H3Cl3F2N3 (ωB97M-V/def2-TZVPD)
Cl -2.194 -0.537 1.507
Cl 2.745 -1.168 1.636
Cl 0.953 -1.044 -1.918
F 2.635 1.995 -0.498
F 4.064 0.987 1.151
N -0.527 0.317 -0.311
N 0.090 -1.686 0.732
N 2.189 0.788 -0.003
C -0.732 -0.763 0.524
C 0.458 0.322 -1.201
C 2.941 0.320 0.886
H -0.240 -2.384 1.271
H -1.175 1.088 -0.279
H 0.736 1.294 -1.543
```

=====

No. 7
DFT (ωB97M-V/def2-TZVPD) results for a 2-piece molecular cluster, C3H9NO4 overall.

As for the SMILES: C/N=C/O.OC(O)O. The max |F| comes out at 0.0531 Eh/bohr. The value obtained for the energy above the lowest of the compared OMol25 structures with the same formula, charge and spin is 126.2 kJ/mol. As for the LUMO energy: 0.794 eV. The charge is 0. Its spin multiplicity is 1. The gap between HOMO and LUMO comes out at 10.42 eV. For the molar mass, the calculation gives 123.11 g/mol. The calculation puts the total energy at -475.39280 Ha.

```
17
C3H9NO4 (ωB97M-V/def2-TZVPD)
O 2.017 1.263 -1.497
O 1.992 0.791 0.720
O -0.136 -1.072 1.910
O 2.027 -0.916 -0.768
N -1.477 -0.751 0.124
C -0.841 -0.242 1.130
C 1.545 0.372 -0.536
C -2.544 0.103 -0.392
H -2.298 1.171 -0.344
H 1.583 -1.249 -1.566
H 0.370 0.284 -0.589
H 2.243 -0.040 1.157
H -0.882 0.786 1.513
H -0.194 -1.955 1.507
H -2.717 -0.150 -1.441
H -3.480 -0.067 0.152
H 2.790 1.670 -1.078
```

=====

No. 8
DFT (ωB97M-V/def2-TZVPD) results for C27H46BrCl11F7IMgN3O4P2 as an isolated structure.

The max |F| comes out at 0.0397 Eh/bohr. As for the LUMO energy: -7.150 eV. The charge is +1. Its spin multiplicity is 1. The gap between HOMO and LUMO comes out at 1.26 eV. For the molar mass, the calculation gives 1292.71 g/mol. The calculation puts the total energy at -11036.78345 Ha.

```
103
C27H46BrCl11F7IMgN3O4P2 (ωB97M-V/def2-TZVPD)
I -6.863 0.029 2.334
Br -1.572 -1.714 -2.214
Cl 4.702 -0.644 -0.694
Cl 2.768 -1.042 -3.668
Cl 7.456 2.021 -0.535
Cl 9.363 1.446 -2.663
Cl 3.995 -0.196 -6.126
Cl 7.391 -1.693 -1.287
Cl 8.846 4.186 -1.869
Cl 4.893 0.877 -3.600
Cl 4.990 -3.325 -1.714
Cl 2.324 1.646 -4.664
Cl 5.807 -2.715 0.977
P -3.807 -1.920 2.100
P -6.317 -4.570 5.704
Mg 9.185 -2.169 -2.703
F -6.546 -3.532 4.406
F -5.774 -5.637 4.542
F 12.616 -1.884 -7.342
F -6.813 -5.065 7.188
F -4.777 -4.859 6.251
F -7.802 -5.143 5.287
F -6.135 -3.087 6.451
O -7.972 2.525 -1.175
O -9.293 0.824 -0.525
O -0.615 -3.679 0.134
O 1.156 0.776 -0.215
N -4.390 1.865 2.242
N -3.178 4.125 3.983
N -1.463 1.428 -3.479
C -2.090 1.696 1.496
C -2.088 4.364 4.271
C 14.001 -1.154 -5.590
C -0.902 0.828 1.049
C -3.273 -0.193 2.579
C 0.638 -0.305 -1.002
C -4.311 1.654 -0.797
C -3.922 0.505 0.166
C -2.798 -2.686 0.779
C -8.902 1.944 -0.365
C -5.754 1.619 -1.324
C 8.148 2.586 -2.054
C -6.668 2.595 -0.603
C 11.860 0.290 -4.566
C 11.695 -0.451 -5.728
C 13.088 0.317 -3.918
C -2.820 -4.203 0.968
C 0.107 1.598 0.203
C -4.224 0.127 3.785
C 3.496 0.308 -4.520
C 14.156 -0.403 -4.434
C 12.772 -1.162 -6.218
C -0.722 4.665 4.663
C -3.426 0.942 1.529
C -3.469 -2.889 3.586
C 5.668 -2.102 -0.655
C -5.257 1.122 3.190
H 11.023 0.846 -4.164
H -3.127 -0.052 -0.329
H 15.115 -0.382 -3.936
H -0.469 1.368 -3.718
H -1.687 2.367 -3.152
H -3.756 0.674 4.600
H -2.289 -0.265 3.039
H 0.211 -1.030 -0.319
H -4.103 2.630 -0.346
H -4.158 -3.730 3.635
H -9.305 2.575 0.436
H -4.859 2.597 1.706
H 14.819 -1.728 -6.005
H -2.438 -3.239 3.511
H -6.687 2.418 0.475
H -0.724 5.435 5.431
H -4.834 -0.709 4.106
H 1.403 -0.768 -1.607
H -4.753 -0.186 0.271
H -3.220 -2.474 -0.197
H -2.027 1.197 -4.297
H -3.550 -2.307 4.497
H -1.986 -4.537 1.579
H -2.150 2.562 0.829
H 0.557 2.371 0.832
H -0.373 2.134 -0.636
H -3.747 -4.571 1.406
H -0.247 3.769 5.058
H 7.355 2.645 -2.787
H 0.244 -3.783 -0.310
H -0.160 5.022 3.801
H -1.656 0.728 -2.738
H 10.749 -0.480 -6.253
H -6.171 0.622 -1.203
H -1.290 -0.048 0.537
H -1.863 2.066 2.496
H -2.721 -4.667 -0.008
H 13.211 0.900 -3.015
H -0.164 0.004 -1.667
H -5.636 1.794 3.950
H -0.373 0.521 1.949
H -5.784 1.914 -2.369
H -6.307 3.614 -0.757
H -3.672 1.587 -1.677
H -3.821 2.424 2.894
H -1.757 -2.315 0.837
```

=====

Look up the molar mass of the seventh one.
123.11 g/mol